DFT (wB97M-V/def2-TZVPD) results for a molecular structure, C2H3BrINO at a distorted geometry.

Output
Frontier orbital gap: 0.2809 Ha
Total energy: -83800.6450 eV
Net charge: 0
LUMO: -1.56 eV

Last column: Mulliken charge in e.
Atoms and positions in Å:
1 C -0.196 -0.089 -0.054  0.8497
2 C 1.282 0.127 0.044  -1.0275
3 N -0.465 -1.323 0.033  -0.3857
4 O -0.845 1.054 -0.274  -0.6068
5 Br -2.176 -1.904 -0.045  -0.1246
6 I -2.793 1.530 -0.031  0.3416
7 H 1.976 -0.755 -0.102  0.2857
8 H 1.649 0.418 0.954  0.3235
9 H 1.568 0.942 -0.525  0.3441